{"formula": "C5H6O3Sn", "method": "ωB97M-V with the def2-TZVPD basis set", "total_charge": 1, "homo_lumo_gap_ev": [6.689, 7.629], "e_homo_ev": [-11.85, -12.78], "s2": 0.764, "de_lowest_kcal_mol": 35.89, "multiplicity": 2, "total_energy_ha": -633.65117, "symbols": ["Sn", "H", "O", "O", "C", "C", "C", "H", "H", "C", "O", "H", "H", "H", "C"], "xyz": [[0.89, 0.20, 0.34], [-2.67, -0.59, 0.94], [-0.58, 1.04, 0.36], [3.89, -2.09, -1.55], [-5.04, -0.53, -0.29], [-3.86, -0.33, -0.84], [-1.84, 1.03, -0.22], [-2.48, 1.79, 0.27], [-1.78, 1.32, -1.29], [-2.54, -0.33, -0.11], [2.35, -0.81, -0.39], [-1.88, -1.09, -0.57], [-5.42, -0.79, 0.70], [-3.81, -0.15, -1.92], [3.12, -1.45, -0.99]], "mulliken_spin": [0.00, -0.01, 0.00, 0.00, 0.97, -0.11, 0.00, 0.00, 0.00, 0.06, 0.00, 0.00, 0.05, 0.05, 0.00]}

{"formula": "C2H3IN", "method": "ωB97M-V with the def2-TZVPD basis set", "total_charge": 1, "homo_lumo_gap_ev": 7.963, "e_homo_ev": -14.78, "de_lowest_kcal_mol": 38.78, "multiplicity": 1, "total_energy_ha": -430.06611, "symbols": ["C", "I", "N", "H", "H", "H", "C"], "xyz": [[-0.57, -0.56, 0.07], [2.35, 0.25, -2.68], [0.57, 0.16, -0.50], [1.48, 2.01, -0.59], [-1.36, -0.82, -0.67], [-0.45, -0.80, 1.15], [1.45, 0.90, -0.98]], "lowdin_charge": [0.28, 1.06, -0.05, 0.14, 0.12, 0.12, -0.66]}

{"formula": "C8H32N16O8V", "method": "ωB97M-V with the def2-TZVPD basis set", "total_charge": 2, "homo_lumo_gap_ev": [4.364, 5.835], "e_homo_ev": [-13.71, -13.71], "s2": 3.754, "de_lowest_kcal_mol": 279.81, "multiplicity": 4, "total_energy_ha": -2745.56079, "symbols": ["C", "H", "N", "O", "H", "H", "H", "N", "H", "C", "O", "H", "N", "N", "H", "H", "O", "H", "H", "O", "N", "H", "H", "H", "O", "H", "C", "N", "N", "H", "H", "C", "H", "C", "C", "H", "H", "C", "H", "H", "N", "N", "N", "H", "O", "N", "V", "H", "N", "H", "N", "O", "H", "H", "H", "C", "N", "H", "H", "H", "N", "H", "H", "O", "N"], "xyz": [[-4.17, 0.76, -2.86], [-5.61, 2.09, -3.19], [-4.63, 1.96, -2.99], [-0.60, 3.76, -0.55], [3.54, -1.06, -4.17], [-5.97, 0.14, -3.43], [-2.77, 2.84, 4.14], [2.40, -3.27, 3.48], [-4.88, -1.11, -3.09], [-3.66, -2.11, 1.93], [3.40, 1.26, 0.38], [5.63, 1.93, 2.21], [-1.92, 2.99, 4.67], [0.95, -4.34, 2.32], [1.28, -6.24, -2.25], [4.20, 2.96, 2.18], [1.79, 0.81, -3.70], [1.08, 2.23, 4.83], [0.22, -4.21, 1.63], [1.55, -2.38, 1.65], [-1.51, 5.64, 0.34], [-1.54, 6.61, 0.08], [6.36, 0.64, 0.85], [1.43, 4.96, -0.40], [-3.13, 0.43, -2.37], [0.84, 6.47, 0.22], [-0.48, 4.92, -0.14], [5.38, 0.54, 0.63], [4.83, 2.31, 1.72], [3.12, -2.56, 3.46], [2.25, -4.09, 4.05], [2.68, 0.81, -4.57], [-2.32, 5.12, 0.66], [-0.78, 2.39, 4.25], [4.41, 1.36, 0.92], [-2.94, -2.32, 3.66], [-4.99, -1.91, 0.40], [0.45, -4.51, -2.66], [3.59, 1.77, -6.08], [-4.06, 2.74, -2.71], [0.20, -5.00, -3.82], [3.42, -0.24, -4.74], [-5.03, -0.12, -3.16], [-2.02, 3.63, 5.44], [-0.73, 1.84, 3.15], [2.85, 1.79, -5.39], [-0.05, 0.04, -0.40], [-4.65, -2.94, 3.47], [-4.91, -2.14, 1.38], [-5.66, -2.61, 1.87], [-3.82, -2.45, 3.18], [-2.61, -1.95, 1.27], [-0.05, 2.56, 6.15], [0.99, -5.13, 2.94], [2.16, 2.52, -5.35], [1.60, -3.24, 2.46], [0.14, 2.32, 5.18], [5.19, -0.25, 0.03], [0.49, -5.97, -3.93], [-0.35, -4.44, -4.45], [0.65, 5.53, -0.10], [1.43, -5.11, -1.01], [4.04, -0.22, -5.54], [0.29, -3.41, -2.20], [1.04, -5.32, -1.91]], "mulliken_spin": [0.00, 0.00, 0.00, 0.00, 0.00, 0.00, 0.00, 0.00, 0.00, 0.00, 0.00, 0.00, 0.00, 0.00, 0.00, 0.00, 0.00, 0.00, 0.00, 0.00, 0.00, 0.00, 0.00, 0.00, 0.00, 0.00, 0.00, 0.00, 0.00, 0.00, 0.00, 0.00, 0.00, 0.00, 0.00, 0.00, 0.00, 0.00, 0.00, 0.00, 0.00, 0.00, 0.00, 0.00, 0.00, 0.00, 2.99, 0.00, 0.00, 0.00, 0.00, 0.00, 0.00, 0.00, 0.00, 0.00, 0.00, 0.00, 0.00, 0.00, 0.00, 0.00, 0.00, 0.00, 0.00]}

{"formula": "C3H8NO2", "method": "ωB97M-V with the def2-TZVPD basis set", "total_charge": 1, "homo_lumo_gap_ev": [7.866, 7.865], "e_homo_ev": [-11.73, -11.73], "de_lowest_kcal_mol": 104.98, "multiplicity": 1, "total_energy_ha": -323.95998, "symbols": ["C", "C", "H", "C", "H", "H", "O", "H", "H", "N", "O", "H", "H", "H"], "xyz": [[-0.94, 1.00, -0.12], [1.18, 0.75, 0.45], [2.34, -0.19, -1.12], [-2.58, -0.68, 0.17], [2.20, -1.05, 0.30], [1.31, 1.78, 0.12], [0.00, 0.19, 0.10], [-3.55, -0.63, 0.67], [-2.69, -1.21, -0.79], [2.30, -0.11, -0.09], [-2.20, 0.67, -0.09], [-0.77, 2.06, -0.25], [-1.85, -1.19, 0.80], [3.18, 0.30, 0.24]], "lowdin_charge": [-0.14, -0.21, 0.16, 0.01, 0.17, 0.09, 0.05, 0.11, 0.11, 0.15, 0.03, 0.19, 0.11, 0.17]}

> Which formula does entry 3 have?

C8H32N16O8V

Please write out number 3 again, unchanged.
{"formula": "C8H32N16O8V", "method": "ωB97M-V with the def2-TZVPD basis set", "total_charge": 2, "homo_lumo_gap_ev": [4.364, 5.835], "e_homo_ev": [-13.71, -13.71], "s2": 3.754, "de_lowest_kcal_mol": 279.81, "multiplicity": 4, "total_energy_ha": -2745.56079, "symbols": ["C", "H", "N", "O", "H", "H", "H", "N", "H", "C", "O", "H", "N", "N", "H", "H", "O", "H", "H", "O", "N", "H", "H", "H", "O", "H", "C", "N", "N", "H", "H", "C", "H", "C", "C", "H", "H", "C", "H", "H", "N", "N", "N", "H", "O", "N", "V", "H", "N", "H", "N", "O", "H", "H", "H", "C", "N", "H", "H", "H", "N", "H", "H", "O", "N"], "xyz": [[-4.17, 0.76, -2.86], [-5.61, 2.09, -3.19], [-4.63, 1.96, -2.99], [-0.60, 3.76, -0.55], [3.54, -1.06, -4.17], [-5.97, 0.14, -3.43], [-2.77, 2.84, 4.14], [2.40, -3.27, 3.48], [-4.88, -1.11, -3.09], [-3.66, -2.11, 1.93], [3.40, 1.26, 0.38], [5.63, 1.93, 2.21], [-1.92, 2.99, 4.67], [0.95, -4.34, 2.32], [1.28, -6.24, -2.25], [4.20, 2.96, 2.18], [1.79, 0.81, -3.70], [1.08, 2.23, 4.83], [0.22, -4.21, 1.63], [1.55, -2.38, 1.65], [-1.51, 5.64, 0.34], [-1.54, 6.61, 0.08], [6.36, 0.64, 0.85], [1.43, 4.96, -0.40], [-3.13, 0.43, -2.37], [0.84, 6.47, 0.22], [-0.48, 4.92, -0.14], [5.38, 0.54, 0.63], [4.83, 2.31, 1.72], [3.12, -2.56, 3.46], [2.25, -4.09, 4.05], [2.68, 0.81, -4.57], [-2.32, 5.12, 0.66], [-0.78, 2.39, 4.25], [4.41, 1.36, 0.92], [-2.94, -2.32, 3.66], [-4.99, -1.91, 0.40], [0.45, -4.51, -2.66], [3.59, 1.77, -6.08], [-4.06, 2.74, -2.71], [0.20, -5.00, -3.82], [3.42, -0.24, -4.74], [-5.03, -0.12, -3.16], [-2.02, 3.63, 5.44], [-0.73, 1.84, 3.15], [2.85, 1.79, -5.39], [-0.05, 0.04, -0.40], [-4.65, -2.94, 3.47], [-4.91, -2.14, 1.38], [-5.66, -2.61, 1.87], [-3.82, -2.45, 3.18], [-2.61, -1.95, 1.27], [-0.05, 2.56, 6.15], [0.99, -5.13, 2.94], [2.16, 2.52, -5.35], [1.60, -3.24, 2.46], [0.14, 2.32, 5.18], [5.19, -0.25, 0.03], [0.49, -5.97, -3.93], [-0.35, -4.44, -4.45], [0.65, 5.53, -0.10], [1.43, -5.11, -1.01], [4.04, -0.22, -5.54], [0.29, -3.41, -2.20], [1.04, -5.32, -1.91]], "mulliken_spin": [0.00, 0.00, 0.00, 0.00, 0.00, 0.00, 0.00, 0.00, 0.00, 0.00, 0.00, 0.00, 0.00, 0.00, 0.00, 0.00, 0.00, 0.00, 0.00, 0.00, 0.00, 0.00, 0.00, 0.00, 0.00, 0.00, 0.00, 0.00, 0.00, 0.00, 0.00, 0.00, 0.00, 0.00, 0.00, 0.00, 0.00, 0.00, 0.00, 0.00, 0.00, 0.00, 0.00, 0.00, 0.00, 0.00, 2.99, 0.00, 0.00, 0.00, 0.00, 0.00, 0.00, 0.00, 0.00, 0.00, 0.00, 0.00, 0.00, 0.00, 0.00, 0.00, 0.00, 0.00, 0.00]}